{"formula": "C5H35NO13", "method": "the ωB97M-V functional and the def2-TZVPD basis", "multiplicity": 1, "relative_energy_kj_mol": 341.69, "lumo_ev": 0.02, "charge": 0, "species": ["O", "C", "N", "C", "C", "C", "C", "H", "H", "H", "H", "H", "H", "H", "H", "H", "H", "H", "H", "H", "O", "H", "H", "O", "H", "H", "O", "H", "H", "O", "H", "H", "O", "H", "H", "O", "H", "H", "O", "H", "H", "O", "H", "H", "O", "H", "H", "O", "H", "H", "O", "H", "H", "O"], "positions_angstrom": [[-3.008703, 0.534862, -0.752454], [-2.609669, -0.434396, -0.073464], [-1.293254, -0.777586, 0.100005], [-0.203999, 0.185991, -0.018462], [0.915654, -0.056868, 1.000297], [1.740502, 1.249637, 1.264283], [1.868277, -1.162023, 0.448564], [-3.336501, -1.057540, 0.409209], [-0.897975, -1.696436, 0.431725], [0.192188, 0.157524, -1.083770], [-0.534136, 1.304587, 0.117708], [0.497074, -0.454452, 2.013759], [2.634056, 1.058061, 1.912569], [2.221281, 1.619378, 0.311708], [1.002439, 1.896945, 1.669545], [1.238322, -2.039321, 0.102257], [2.555767, -1.492645, 1.151638], [2.595673, -0.892604, -0.241338], [1.353004, 0.463478, 3.855356], [-0.102676, 0.211541, 4.160304], [0.711995, -0.086262, 4.397077], [4.059206, 1.031283, -1.976681], [3.569812, 1.328527, -0.461793], [4.299974, 1.425298, -1.109903], [-1.324646, -1.621265, 2.734242], [-1.757744, -0.513767, 3.776057], [-1.855809, -1.485143, 3.543721], [0.759284, 4.158778, -1.330486], [0.256082, 3.085710, -2.229658], [0.262158, 3.366790, -1.352181], [-0.407474, -3.833075, -0.196856], [-0.753024, -4.467187, -1.380187], [-1.007799, -3.628893, -0.887554], [0.283857, -2.209063, -1.519219], [-0.285685, -1.817511, -2.987379], [0.522056, -1.933971, -2.418184], [-2.126642, 1.370652, 2.192096], [-2.320604, 1.973887, 3.679043], [-2.140738, 1.175812, 3.170045], [0.064560, -2.357427, 2.160314], [0.317408, -3.910040, 2.414741], [0.040464, -3.211207, 1.710720], [-1.929629, -0.669397, -2.563532], [-2.368273, -1.115668, -3.966165], [-1.625067, -0.636438, -3.547039], [1.010224, -0.127819, -3.002015], [2.158439, 0.281826, -3.890209], [1.763973, 0.551167, -3.145822], [0.852185, 1.965952, -3.777025], [-0.675963, 1.886424, -3.836702], [0.055396, 2.503423, -3.822075], [-2.567162, 2.512563, 0.243573], [-2.022680, 3.526543, 1.367117], [-2.645462, 2.861368, 1.232481]], "forces_ev_per_angstrom": [[1.20, -1.15, 1.21], [0.41, 0.98, -1.22], [0.66, -0.15, 0.81], [0.02, 2.79, -1.13], [1.47, -1.09, 0.16], [0.83, -1.79, -0.95], [-2.92, -0.80, 0.36], [-0.29, -0.82, 0.31], [-1.86, 1.17, -0.39], [-0.13, 0.13, 1.41], [-0.01, -2.21, -0.30], [0.47, 0.94, -1.68], [-1.03, 0.13, -0.04], [-1.39, 0.00, 0.94], [0.04, 1.37, 0.41], [1.27, 0.93, 0.30], [0.69, -1.08, 2.24], [0.46, 1.17, -2.33], [-1.18, -0.94, 1.10], [-3.71, 1.52, -1.05], [5.14, -0.39, 0.04], [-0.36, 0.33, 1.20], [0.70, -0.18, -1.29], [-0.10, -0.21, -0.08], [-0.87, 0.42, 0.81], [-0.59, -1.50, -0.85], [0.64, 0.76, -0.05], [0.74, 1.19, 0.06], [-0.24, -0.83, -2.86], [-0.62, -0.16, 3.40], [0.76, 0.46, 2.26], [-1.07, 1.54, -0.15], [0.10, -2.28, -1.85], [-0.50, -0.01, -0.87], [0.70, -0.34, 1.12], [-0.02, 0.47, -0.98], [-0.39, 0.60, 1.56], [-0.08, 0.06, -0.64], [0.66, -0.59, -0.27], [0.54, -0.35, 0.32], [-0.84, 2.05, -1.73], [0.61, -2.04, 1.74], [0.75, 0.53, -2.22], [0.53, 0.44, -0.03], [-1.51, -0.72, 2.23], [1.85, 1.03, 0.01], [2.50, -1.76, -4.46], [-3.72, 0.31, 4.45], [0.20, -0.51, 0.13], [-0.23, -0.29, -0.04], [-0.29, 0.77, -0.49], [-0.16, 1.26, 2.87], [1.76, 1.80, -0.13], [-1.58, -2.95, -3.38]], "mulliken_charge": [-0.63, -0.42, 0.99, 0.71, 2.85, -2.04, -1.60, 0.48, -0.26, -0.83, -0.02, -1.24, 0.54, 0.27, 0.59, 0.18, 0.57, 0.45, 0.32, 0.35, -0.63, 0.31, 0.28, -0.67, 0.30, 0.26, -0.66, 0.27, 0.40, -0.55, 0.22, 0.34, -0.57, 0.24, 0.38, -0.75, 0.43, 0.24, -0.62, 0.10, 0.30, -0.60, 0.34, 0.28, -0.67, 0.30, 0.26, -0.62, 0.44, 0.28, -0.80, 0.31, 0.30, -0.70]}

***

{"formula": "C5H35NO13S", "method": "the ωB97M-V functional and the def2-TZVPD basis", "multiplicity": 1, "relative_energy_kj_mol": 416.27, "lumo_ev": -0.29, "charge": 0, "species": ["C", "C", "C", "S", "C", "N", "C", "O", "H", "H", "H", "H", "H", "H", "H", "H", "H", "H", "H", "H", "H", "O", "H", "H", "O", "H", "H", "O", "H", "H", "O", "H", "H", "O", "H", "H", "O", "H", "H", "O", "H", "H", "O", "H", "H", "O", "H", "H", "O", "H", "H", "O", "H", "H", "O"], "positions_angstrom": [[-1.871763, 0.120467, -0.768153], [-0.705012, 0.905640, -1.571862], [-1.159108, 1.285975, -2.938443], [-0.325695, 2.869841, -3.566816], [-1.249219, -0.544064, 0.390499], [-0.877227, -1.872327, 0.301892], [-1.832927, -2.889834, -0.357642], [-0.690433, 0.211294, 1.244012], [-2.507214, 0.902691, -0.411916], [-2.457381, -0.414280, -1.543892], [-0.514297, 1.740958, -0.977941], [0.019392, 0.213430, -1.386798], [-0.698413, 0.569306, -3.646258], [-2.303426, 1.397450, -3.147848], [-0.262453, 3.564774, -2.387331], [-0.353839, -2.277009, 1.227041], [-2.639191, -2.819631, 0.372599], [-2.210191, -2.460659, -1.354865], [-1.234542, -3.929605, -0.445389], [0.178406, 3.846176, 0.357480], [-0.257894, 5.424664, 0.067038], [-0.220869, 4.412464, -0.262974], [2.699589, 2.308152, 3.777709], [1.448500, 1.703275, 3.152834], [2.346860, 1.457239, 3.427207], [2.470867, -0.531897, -3.388777], [1.617110, -0.559322, -2.105926], [2.477907, -0.589971, -2.425170], [2.012052, -2.765964, -1.897707], [2.928451, -3.997149, -1.610078], [2.045771, -3.688040, -1.658975], [-0.084960, 2.858930, 3.230123], [-1.538790, 2.344728, 3.744997], [-0.719385, 2.809359, 4.059142], [3.301569, -3.811832, 0.861158], [4.490689, -2.743378, 1.087809], [4.094335, -3.463099, 0.499169], [1.404661, 2.019109, 0.713819], [0.110895, 1.599984, 1.286801], [0.921990, 2.370744, 1.298929], [0.029057, -3.950281, -2.799734], [-1.282372, -3.374308, -3.096602], [-0.601628, -3.976030, -3.443203], [-2.353848, -0.002213, 3.898831], [-1.905167, 0.402564, 2.561080], [-2.703251, 0.233952, 3.074566], [2.933380, 0.621840, -0.055900], [2.555544, 0.941324, -1.493909], [2.561862, 1.284253, -0.576474], [2.238696, -1.764068, 1.628393], [1.774102, -0.573903, 2.515184], [1.678150, -1.512464, 2.408078], [-4.764483, -0.961109, 2.715883], [-4.242908, -2.339607, 1.897277], [-4.734025, -1.957627, 2.741222]], "forces_ev_per_angstrom": [[-0.68, 1.08, -1.94], [-4.00, -0.30, 1.46], [-0.03, 0.78, -2.22], [-0.30, -0.50, 0.86], [3.11, -0.42, 0.38], [0.00, -0.87, 2.09], [1.85, 0.49, 0.05], [-1.18, -1.40, -0.75], [-0.65, 0.38, 0.42], [0.43, -0.33, 0.89], [0.55, 1.43, 0.86], [2.84, -1.44, -0.79], [-0.86, 0.15, 0.06], [2.13, -0.42, 0.80], [-0.16, -0.38, -0.41], [-1.53, 1.64, -2.88], [-0.40, -1.26, -0.51], [0.79, -0.96, 1.51], [-1.82, 2.52, 0.17], [1.16, -0.98, 1.94], [0.36, -4.02, -0.85], [-1.54, 4.94, -1.17], [-0.27, -1.06, -0.37], [0.51, -0.09, -0.11], [0.20, 0.80, 0.65], [-0.24, -0.03, 0.13], [-2.67, 0.10, 0.52], [2.65, -0.49, -1.13], [0.75, 0.40, -0.10], [1.44, 0.05, 0.02], [-2.27, -0.37, 0.08], [-2.22, -0.04, 2.28], [1.12, 0.65, 0.21], [0.97, -0.48, -2.68], [-0.98, -0.21, 0.91], [-1.15, -1.79, -0.98], [2.17, 1.99, 0.14], [6.73, -3.96, -7.39], [2.49, 2.63, 0.05], [-9.74, 1.67, 7.22], [3.23, -0.20, 2.78], [0.21, -0.43, -0.45], [-3.27, 0.57, -2.35], [0.49, -0.73, 2.12], [0.09, -0.03, -0.41], [-0.72, 0.84, -1.51], [1.19, -1.77, 1.26], [0.33, 0.26, 0.76], [-1.13, 1.81, -1.64], [-0.76, 0.56, 1.11], [0.23, 0.91, 0.17], [0.57, -1.58, -1.34], [0.59, -1.63, -0.42], [-1.63, 1.86, 2.75], [1.03, -0.32, -2.27]], "mulliken_charge": [-0.64, 0.77, -0.60, -0.25, 0.22, 0.03, -0.38, -0.84, 0.30, 0.49, -0.11, -0.44, 0.32, 0.36, 0.15, 0.38, -0.02, 0.08, 0.29, 0.43, 0.29, -0.61, 0.30, 0.24, -0.67, 0.32, 0.31, -0.73, 0.34, 0.26, -0.63, 0.37, 0.34, -0.65, 0.33, 0.30, -0.61, 0.32, 0.33, -0.68, 0.30, 0.32, -0.59, 0.32, 0.30, -0.56, 0.25, 0.42, -0.71, 0.26, 0.30, -0.57, 0.30, 0.29, -0.64]}

***

{"formula": "C5H36N2O13", "method": "the ωB97M-V functional and the def2-TZVPD basis", "multiplicity": 1, "relative_energy_kj_mol": 467.60, "lumo_ev": -0.07, "charge": 0, "species": ["C", "N", "C", "C", "C", "N", "C", "O", "H", "H", "H", "H", "H", "H", "H", "H", "H", "H", "H", "H", "H", "H", "O", "H", "H", "O", "H", "H", "O", "H", "H", "O", "H", "H", "O", "H", "H", "O", "H", "H", "O", "H", "H", "O", "H", "H", "O", "H", "H", "O", "H", "H", "O", "H", "H", "O"], "positions_angstrom": [[2.736666, 1.994218, 1.213593], [2.183341, 1.177229, 0.245570], [0.777778, -0.543905, 1.355449], [0.782833, 0.679077, 0.446400], [0.119710, 0.447785, -0.903151], [-1.217518, 0.975995, -0.940070], [-1.568436, 1.413922, -2.288069], [2.013033, 2.569738, 2.008529], [3.805449, 2.254284, 1.023476], [2.799995, 0.403351, 0.058815], [-0.170908, -0.665149, 1.889722], [1.139614, -1.453692, 0.829667], [1.547295, -0.316955, 2.103823], [0.374636, 1.553191, 0.985698], [0.213236, -0.612797, -1.193520], [0.886353, 0.790385, -1.672197], [-1.292788, 1.723301, -0.253460], [-1.428051, 0.593852, -2.974492], [-2.669349, 1.495855, -2.364749], [-0.947742, 2.244645, -2.577177], [-3.871409, -0.746259, -0.411219], [-2.327546, -0.909873, -0.823148], [-3.242254, -1.188567, -0.977334], [2.362944, -1.763550, -2.762671], [1.606350, -1.926852, -1.598987], [2.551160, -1.849159, -1.803086], [-3.613513, -0.467717, 2.151695], [-2.121641, -0.215504, 2.754335], [-2.682510, -0.671748, 2.123208], [-2.719954, -2.586163, 0.503984], [-2.452572, -2.532872, 1.998532], [-2.249410, -3.050461, 1.209233], [-0.536539, 3.284005, 3.959050], [0.415985, 2.850225, 2.947351], [-0.551165, 2.955440, 3.047049], [-0.860836, 3.688343, 1.381196], [-0.040333, 3.737797, 0.062780], [-0.559082, 4.280074, 0.666462], [0.440742, -1.122535, -4.155622], [1.395684, 0.118840, -3.881289], [1.306982, -0.845027, -3.831231], [3.123890, -1.885909, 0.927385], [4.233127, -3.024304, 1.001387], [3.647929, -2.452423, 1.506097], [4.407891, -0.907543, 1.214872], [4.769123, -0.087458, 2.396933], [4.612890, 0.034238, 1.452216], [-0.731242, -4.250642, -1.519583], [-1.141275, -2.838979, -0.927529], [-0.505886, -3.315365, -1.468407], [-3.761787, 1.715859, 1.744497], [-2.587220, 2.397869, 1.856479], [-3.068927, 1.773035, 2.425269], [-1.235897, -2.168373, -3.599273], [-2.366601, -1.419103, -2.919798], [-1.732243, -1.333675, -3.644666]], "forces_ev_per_angstrom": [[-1.09, 0.79, -1.28], [0.02, -1.01, 0.60], [0.99, 0.40, 0.46], [0.86, 0.81, 0.31], [2.15, -0.25, -0.60], [0.09, -0.35, -0.27], [-1.18, -0.86, 0.44], [0.80, 0.13, 0.61], [-0.64, -0.42, 0.48], [0.46, 0.08, -0.70], [0.21, -0.40, -0.51], [-0.76, 0.37, 0.22], [-0.26, -0.26, 0.27], [-0.53, -0.63, -0.29], [-0.90, -0.06, 0.49], [-1.23, 0.79, 0.49], [-0.06, -0.07, -0.39], [0.65, -0.16, -0.09], [0.53, 0.97, 0.12], [-0.23, 0.73, -0.44], [0.42, 0.45, 0.24], [-0.41, 1.13, 0.63], [0.06, -1.35, -0.94], [0.90, 0.26, 0.31], [0.16, -0.31, 0.76], [-0.68, -0.22, -0.29], [0.16, 0.64, 0.86], [-0.94, 0.66, 0.11], [0.63, -1.65, -0.65], [-0.11, 0.01, 0.22], [0.15, 0.18, -0.28], [0.05, -0.79, -0.37], [-0.79, 0.04, -0.22], [-0.11, -0.18, -0.83], [0.89, -0.07, 1.11], [0.58, 0.45, -0.02], [0.06, 0.05, 0.13], [-0.49, -0.23, -0.29], [0.04, 0.65, 0.03], [-0.38, -0.47, -0.11], [0.05, 0.11, -0.51], [-0.18, -0.81, -0.47], [-0.33, 0.04, -0.46], [0.05, 0.02, 0.57], [0.61, 1.05, 0.35], [0.07, 0.31, 0.01], [0.06, -1.00, -0.01], [-0.26, 0.27, 0.40], [-0.15, -0.61, 0.37], [0.54, 0.35, -0.74], [-0.62, -0.70, 0.74], [0.98, 0.14, 1.11], [-0.65, 1.53, -1.67], [-0.33, 0.15, 0.16], [-0.19, 0.08, -0.03], [0.32, -0.74, -0.16]], "mulliken_charge": [-0.06, -0.26, -0.97, 2.36, -0.04, 0.16, -1.16, -0.62, 0.40, 0.26, -0.28, 0.15, 0.50, -1.20, -0.13, -0.03, 0.05, 0.35, 0.32, 0.41, 0.26, 0.24, -0.67, 0.39, 0.30, -0.68, 0.21, 0.30, -0.50, 0.35, 0.41, -0.66, 0.28, 0.39, -0.57, 0.29, 0.33, -0.63, 0.28, 0.29, -0.64, 0.38, 0.31, -0.72, 0.30, 0.31, -0.64, 0.25, 0.29, -0.59, 0.32, 0.25, -0.62, 0.36, 0.30, -0.70]}